# 1
131
Properties=species:S:1:pos:R:3 method="wB97M-V/def2-TZVPD" orbital_gap_ha=0.3049 charge=0 largest_force_ev_per_a=1.796 e_homo_ev=-8.245 multiplicity=1
O -0.85861 -1.89278 -1.35929
C -0.56940 -1.28352 -2.32041
O -0.14287 -1.92204 -3.45730
C -0.70300 0.21035 -2.40354
C 0.00134 0.86571 -3.57982
O -0.05965 2.29050 -3.41639
S 1.33428 3.07024 -3.06449
O 2.08973 3.06853 -4.29218
O 2.04324 1.99666 -2.05819
C 3.23376 1.34478 -2.51291
C 3.58014 0.22756 -1.53820
C 3.30117 0.55589 -0.07502
C 3.96284 1.84127 0.40578
N 3.34772 2.32617 1.63125
C 2.79293 3.56616 1.81349
C 2.29608 3.61706 3.10177
C 2.55680 2.37492 3.71310
C 3.21248 1.59583 2.77729
H 0.76500 -1.64884 -3.63442
H -0.38639 0.65167 -1.46633
H -1.76626 0.40941 -2.51525
H -0.53196 0.62557 -4.49277
H 1.01931 0.51288 -3.71814
H 4.06174 2.04424 -2.59600
H 3.11329 0.91105 -3.49957
H 2.93854 -0.61729 -1.79314
H 4.59838 -0.10840 -1.70630
H 3.69134 -0.26319 0.52255
H 2.23301 0.62425 0.09049
H 3.84353 2.62877 -0.33076
H 5.03118 1.70787 0.55894
H 2.78684 4.31278 1.04545
H 1.78626 4.45407 3.54223
H 2.30094 2.09658 4.71620
H 3.57144 0.59222 2.89086
C -2.03479 -8.53379 1.03504
O -1.69372 -8.08474 -0.25960
C -2.27497 -6.83762 -0.63276
C -1.23164 -5.74568 -0.70488
N -0.74092 -5.39414 0.62198
C 0.42206 -4.51075 0.62452
C 1.71182 -5.01199 -0.01443
O 2.34290 -6.07575 0.67426
C 1.86128 -7.37073 0.37011
H -1.67518 -9.55727 1.13002
H -1.56496 -7.92956 1.81972
H -3.11749 -8.53024 1.18508
H -3.08771 -6.55449 0.04147
H -2.70433 -6.97322 -1.62940
H -1.67505 -4.85744 -1.16287
H -0.42955 -6.10159 -1.36627
H -0.50639 -6.24183 1.12103
H 0.64203 -4.27513 1.66904
H 0.13762 -3.57280 0.14154
H 2.42524 -4.18323 0.01603
H 1.57982 -5.26879 -1.07282
H 1.53249 -7.44857 -0.66930
H 1.04183 -7.66447 1.03207
H 2.68082 -8.07193 0.52918
C 4.91832 2.48431 6.84916
O 4.11509 3.60354 6.53814
C 2.98832 3.77472 7.38617
C 3.14574 4.99029 8.27342
N 4.17843 4.78455 9.27999
C 4.55365 5.98304 10.02471
C 5.15929 7.15401 9.25794
O 6.44549 6.90395 8.72579
C 6.47233 6.25359 7.46904
H 5.62893 2.35972 6.03364
H 5.48089 2.62379 7.77938
H 4.31722 1.57357 6.92989
H 2.80267 2.87505 7.98039
H 2.12090 3.93358 6.73771
H 2.19517 5.18838 8.77772
H 3.36405 5.84432 7.61787
H 5.00424 4.41237 8.83063
H 5.28007 5.67590 10.78077
H 3.67082 6.34294 10.56315
H 5.29182 7.97033 9.97270
H 4.48991 7.53237 8.47571
H 5.61837 6.53420 6.84740
H 6.50123 5.16554 7.57558
H 7.38715 6.55906 6.96117
C -5.28143 -5.24743 1.64295
O -5.66457 -5.94494 0.47168
C -5.76511 -7.35413 0.62664
C -7.20233 -7.82080 0.55065
N -7.96063 -7.39977 1.72088
C -9.40258 -7.60806 1.62278
C -10.17022 -6.87049 0.53079
O -10.23721 -5.46888 0.70600
C -9.12784 -4.73706 0.22014
H -5.07297 -4.21894 1.35449
H -6.07586 -5.24234 2.39734
H -4.37488 -5.67492 2.08132
H -5.29540 -7.68390 1.55815
H -5.21366 -7.80289 -0.20554
H -7.21886 -8.91325 0.49263
H -7.62310 -7.42634 -0.38430
H -7.78706 -6.41779 1.88839
H -9.83435 -7.31393 2.58224
H -9.58712 -8.68132 1.50944
H -11.20468 -7.22072 0.57472
H -9.80350 -7.11226 -0.47435
H -8.69053 -5.20292 -0.66664
H -8.35530 -4.61548 0.98469
H -9.48340 -3.74259 -0.04937
C -0.69441 7.90049 -6.09691
O 0.59868 7.33756 -6.18110
C 0.66462 5.95422 -5.85043
C 0.95436 5.10929 -7.07039
N -0.18311 5.08102 -7.98261
C 0.09293 4.47908 -9.28338
C 1.13679 5.13472 -10.18134
O 0.76385 6.40246 -10.68524
C 1.01923 7.50042 -9.82982
H -0.58746 8.97900 -6.20088
H -1.35487 7.54099 -6.89403
H -1.15795 7.68762 -5.12912
H -0.24998 5.62045 -5.35057
H 1.49368 5.83352 -5.14860
H 1.17671 4.08911 -6.74677
H 1.85734 5.51937 -7.54299
H -0.51162 6.02620 -8.12806
H -0.84971 4.46292 -9.83584
H 0.38320 3.43540 -9.12330
H 1.25216 4.49360 -11.05922
H 2.12314 5.18866 -9.70472
H 1.91491 7.34358 -9.22357
H 0.16960 7.71006 -9.17393
H 1.17403 8.37718 -10.45873


# 2
126
Properties=species:S:1:pos:R:3 method="wB97M-V/def2-TZVPD" orbital_gap_ha=0.3132 de_lowest_kj_mol=431.8 charge=0 largest_force_ev_per_a=3.504 e_homo_ev=-8.082 multiplicity=1
C -19.58674 -10.43303 -3.42620
C -18.66888 -9.50409 -2.53642
C -19.35186 -8.09559 -2.41011
C -18.53812 -10.14951 -1.15375
C -17.41461 -9.50082 -0.30109
C -16.08682 -9.46010 -1.13549
C -16.19823 -8.85260 -2.55813
C -16.09679 -7.23404 -2.48273
C -14.91619 -9.40800 -3.17779
N -17.31799 -9.55000 -3.25364
O -17.38445 -9.01780 -4.60062
H -18.97960 -11.31182 -3.64350
H -20.61882 -10.60660 -3.12156
H -19.69838 -9.99414 -4.41767
H -19.20569 -7.60078 -1.44996
H -19.00582 -7.42894 -3.20000
H -20.40094 -8.25858 -2.65702
H -19.40857 -10.16758 -0.49795
H -18.24710 -11.18419 -1.33499
H -17.71821 -8.49146 -0.02335
H -17.39234 -10.13905 0.58224
H -15.73911 -10.49150 -1.19397
H -15.29047 -8.88495 -0.66314
H -15.16210 -6.84043 -2.08329
H -16.88494 -6.86484 -1.82652
H -16.14617 -6.96002 -3.53656
H -14.66004 -8.77680 -4.02873
H -15.03590 -10.46600 -3.41102
H -14.08619 -9.34544 -2.47403
H -17.66035 -9.78611 -5.10578
C -6.96653 -6.75983 2.96682
C -7.82401 -8.05650 3.03804
C -8.89633 -7.97146 1.91842
C -6.77546 -9.27308 2.88628
C -7.31404 -10.61092 3.36355
C -7.84174 -10.50356 4.82753
C -8.80428 -9.35723 4.99648
C -10.22877 -9.73042 4.57805
C -8.76674 -9.05366 6.52065
N -8.35767 -8.05389 4.40725
O -9.19986 -6.95030 4.84272
H -7.54574 -5.85055 3.12753
H -6.04956 -6.86866 3.54599
H -6.58771 -6.69145 1.94705
H -9.22395 -6.93220 1.89205
H -8.45518 -8.28953 0.97381
H -9.69971 -8.69049 2.07871
H -6.75902 -9.37870 1.80154
H -5.79036 -9.07345 3.30798
H -8.08773 -11.05257 2.73551
H -6.57458 -11.38612 3.16263
H -7.06958 -10.61204 5.58917
H -8.41227 -11.41584 5.00173
H -10.17368 -10.26162 3.62784
H -10.77822 -8.81112 4.37539
H -10.76031 -10.33037 5.31672
H -9.53517 -8.36298 6.86791
H -7.75153 -8.84579 6.85861
H -9.11926 -9.87206 7.14839
H -8.54705 -6.31592 5.14768
C -3.12693 -13.99562 -11.63142
C -2.93426 -13.04770 -12.79221
C -3.74839 -13.52474 -14.01179
C -3.49617 -11.56633 -12.41640
C -2.61631 -10.82731 -11.31513
C -1.26366 -10.72662 -11.91562
C -0.54788 -12.07347 -12.32541
C 0.64032 -11.66218 -13.07977
C 0.03111 -12.61752 -10.96242
N -1.48815 -12.84020 -13.20193
O -0.95792 -14.05072 -13.47350
H -2.70922 -14.94316 -11.97168
H -2.66860 -13.82401 -10.65747
H -4.18208 -14.18258 -11.43190
H -4.81585 -13.71393 -13.89845
H -3.56813 -12.95593 -14.92397
H -3.40148 -14.51220 -14.31619
H -3.59458 -10.95214 -13.31147
H -4.49125 -11.69337 -11.99004
H -3.01022 -9.88532 -10.93359
H -2.47004 -11.33227 -10.36028
H -0.53229 -10.19666 -11.30543
H -1.51053 -10.08756 -12.76342
H 1.18445 -12.53143 -13.44914
H 1.34277 -11.06986 -12.49338
H 0.39554 -11.21829 -14.04472
H -0.78370 -12.75681 -10.25194
H 0.91269 -12.03759 -10.68927
H 0.37583 -13.63143 -11.16553
H -0.95714 -14.27015 -14.40808
C -7.71358 -12.40244 -6.21013
C -6.72842 -12.77388 -5.03788
O -5.37144 -12.45402 -5.41589
H -8.77287 -12.38722 -5.95367
H -7.59667 -13.29527 -6.82438
H -7.42637 -11.68594 -6.97970
H -6.76989 -13.85769 -4.92963
H -6.79373 -12.17014 -4.13270
H -4.76274 -12.58031 -4.68437
C -0.63637 -18.06097 -3.51364
C 0.56733 -17.25868 -3.76395
O 0.09389 -15.89238 -3.80391
H -0.51691 -19.14412 -3.48902
H -1.31337 -17.86903 -4.34605
H -1.23471 -17.78820 -2.64434
H 0.99289 -17.48539 -4.74149
H 1.17986 -17.71511 -2.98642
H 0.90622 -15.39369 -3.91811
C 1.32158 -13.30151 1.49223
C -0.11310 -12.94293 1.08058
O -0.75056 -14.08559 0.61875
H 1.88717 -13.86096 0.74708
H 1.30367 -13.95439 2.36489
H 1.92478 -12.40849 1.65577
H -0.02339 -12.15188 0.33607
H -0.66015 -12.54026 1.93305
H -0.39699 -14.10976 -0.27344
C -11.13667 -17.85384 -10.06841
C -11.71527 -17.82916 -11.47786
O -12.41026 -16.62572 -11.58236
H -10.23416 -17.26347 -9.91020
H -10.94283 -18.87536 -9.74124
H -11.75524 -17.45451 -9.26465
H -12.16658 -18.81390 -11.59912
H -10.79823 -17.97519 -12.04865
H -12.54855 -16.43774 -12.51356


# 3
139
Properties=species:S:1:pos:R:3 method="wB97M-V/def2-TZVPD" orbital_gap_ha=0.2638 charge=+2 s_squared=0.75 largest_force_ev_per_a=5.304 e_homo_ev=-12.642 multiplicity=2
Pb 0.30700 3.40922 -2.38365
Cu -3.20990 -2.36047 1.32354
C -0.25443 0.21299 0.90335
C -0.13029 1.05561 -0.28885
C -0.46962 0.56499 -1.70555
O -0.12738 1.25923 -2.72288
C -1.29655 -0.65145 -1.78271
C -1.65065 -1.29405 -0.59588
C -1.01909 -0.83980 0.81060
O -1.30657 -1.64547 1.78148
O -2.57810 -2.17292 -0.56881
O 0.25914 2.23538 -0.24936
H 0.15841 0.64964 1.79954
H -1.38036 -1.22288 -2.71217
C -0.64694 -1.52183 5.98839
O -2.03577 -1.41909 5.73023
H -0.22800 -2.50796 5.88833
H -0.26900 -0.85287 5.17194
H -0.44893 -1.08144 6.97350
H -2.57961 -1.88516 6.36685
C -5.12035 -6.52263 0.21125
C -4.11867 -5.45785 0.92006
C -2.59138 -5.81892 1.00687
O -1.89400 -4.68802 1.69584
C -0.50383 -4.95256 1.76939
N -4.26213 -4.13530 0.36647
H -6.13695 -6.13595 0.33920
H -4.93414 -7.48884 0.64075
H -4.86358 -6.57160 -0.82554
H -4.44186 -5.33016 1.97284
H -2.26020 -5.77177 -0.02819
H -2.38203 -6.80816 1.41546
H -0.19015 -5.68360 1.02499
H -0.35525 -5.44975 2.73317
H 0.05198 -3.96863 1.69039
H -3.80177 -4.12763 -0.54425
H -5.20946 -3.90889 0.22135
C 3.77090 2.80213 2.02965
C 3.34261 4.27367 2.23705
C 4.46981 5.30571 2.43277
O 5.17943 5.45290 1.22921
C 6.28618 6.33373 1.49885
N 2.40061 4.63315 1.17519
H 4.36457 2.86047 1.08925
H 2.88569 2.19624 1.86805
H 4.34777 2.34771 2.79136
H 2.73082 4.40854 3.11607
H 5.15481 4.93333 3.26636
H 4.04190 6.23903 2.74566
H 6.74054 6.17893 2.46095
H 5.91168 7.34831 1.54473
H 7.07126 6.32088 0.69978
H 2.86218 5.28309 0.52876
H 1.60842 5.11998 1.54453
C -0.47637 7.34038 1.91544
C -0.57467 6.50152 3.22591
C -1.57405 5.35319 3.05892
O -2.84780 5.84981 2.86182
C -3.89054 4.93959 3.16548
N 0.72677 6.07669 3.74306
H -0.01286 8.29081 2.07947
H -1.50001 7.49495 1.56143
H 0.03266 6.74110 1.05029
H -0.95980 7.19991 3.98963
H -1.44236 4.67472 3.95599
H -1.27653 4.77487 2.16063
H -3.77231 4.04471 2.61756
H -4.86669 5.32890 2.97164
H -4.00151 4.57750 4.12452
H 1.36917 6.83303 3.68081
H 0.66203 5.60626 4.65661
C 4.82797 -0.80835 -1.89672
C 3.56060 -0.51365 -2.64031
C 3.90448 -0.81118 -4.10921
O 2.76195 -0.48621 -4.84484
C 2.99799 -0.71775 -6.22007
N 2.46554 -1.32736 -2.01524
H 4.65609 -0.53934 -0.86913
H 5.67972 -0.23336 -2.22683
H 5.12063 -1.84642 -1.95422
H 3.23440 0.56655 -2.55163
H 4.15606 -1.84317 -4.22365
H 4.75884 -0.16445 -4.40244
H 3.82030 -0.16876 -6.69323
H 2.13019 -0.42600 -6.82007
H 3.11499 -1.77951 -6.46968
H 1.73320 -1.50010 -2.73030
H 2.85814 -2.21550 -1.73597
C -5.24439 -2.30957 4.95546
C -4.95378 -2.22764 3.49652
C -5.15460 -0.85722 2.81303
O -4.83495 -0.85567 1.45712
C -4.56102 0.44842 0.87636
N -3.53107 -2.60718 3.23816
H -5.14033 -3.33720 5.32283
H -6.22370 -1.92012 5.28295
H -4.45971 -1.71828 5.46547
H -5.58188 -2.95426 2.93769
H -4.60914 -0.13203 3.42997
H -6.24192 -0.58175 2.94223
H -4.42150 0.22215 -0.15828
H -3.75254 0.96934 1.25917
H -5.37753 1.16841 0.80711
H -2.90687 -1.99069 3.83569
H -3.43369 -3.54419 3.62524
C -1.36288 -5.02840 -5.14385
C -1.78371 -5.63508 -3.82255
C -0.57087 -5.75404 -2.90790
O 0.27297 -6.78162 -3.38753
C 1.47438 -6.90246 -2.57487
N -2.81866 -4.80550 -3.23043
H -0.64555 -5.63517 -5.66811
H -1.01268 -3.99501 -5.10531
H -2.27168 -5.11158 -5.75592
H -2.19899 -6.62685 -4.01557
H -0.84579 -5.92654 -1.86798
H -0.02622 -4.81013 -2.74425
H 1.94577 -7.79485 -2.90140
H 1.10741 -6.90857 -1.54016
H 2.09403 -6.00382 -2.75772
H -3.44411 -4.61325 -4.00047
H -2.38493 -3.87742 -3.03170
C 5.02529 2.86347 -2.09608
C 3.64950 3.57576 -2.38684
C 3.34339 3.26112 -3.89466
O 1.94873 3.36048 -4.15476
C 1.39806 3.18041 -5.52257
N 2.59154 2.97094 -1.56050
H 4.91036 1.81539 -1.98230
H 5.56550 3.21000 -1.19465
H 5.68742 2.94965 -3.01979
H 3.57906 4.61051 -2.15967
H 3.52387 2.20684 -4.04763
H 3.86638 3.86794 -4.59560
H 1.83536 2.28372 -5.90303
H 1.66147 4.06077 -6.14520
H 0.34391 2.92154 -5.35861
H 2.63881 3.39088 -0.68669
H 2.70653 1.94574 -1.43422


Table of energy (eV), in record order: -82440.0749, -56402.0112, -122512.2975